No. 1
C9H19AgCl8NiO5P | ωB97M-V with the def2-TZVPD basis set

The geometry in XYZ format:
```
44
Properties=species:S:1:pos:R:3:forces:R:3:mulliken_charge:R:1
Ag 2.347 -1.275 -3.448 -0.418 -0.102 0.393 0.797
Ni 3.954 -1.116 -0.532 -1.875 0.938 -2.122 0.906
P 5.120 -1.568 -3.050 -2.923 -0.168 2.611 1.431
O 5.967 -2.854 -3.107 1.012 0.566 -0.616 -0.261
O 5.252 -0.625 -1.851 3.243 2.182 -0.589 -0.570
O 3.916 -2.236 -2.297 -2.340 -3.388 1.198 -0.568
O 4.268 -1.143 -4.244 1.711 0.986 -1.459 -0.603
C 0.994 0.244 -0.866 -0.442 0.551 1.476 -0.064
O 2.186 -0.277 -1.377 1.642 -0.749 0.118 -0.466
H 1.120 1.160 -0.287 0.624 0.109 0.349 0.164
H 0.234 0.604 -1.559 0.252 -0.616 -0.948 0.177
H 0.513 -0.455 -0.181 -0.199 -0.192 -0.006 -0.174
Cl -2.357 4.215 -0.755 0.094 0.333 0.218 -0.197
C -3.527 2.922 -0.413 -0.015 -0.635 -1.557 -0.503
C -2.753 1.605 -0.394 -0.164 0.969 0.902 -0.044
Cl -3.910 0.305 -0.076 -0.086 -0.356 -0.051 -0.168
H -4.125 2.872 -1.322 -0.459 0.261 0.342 0.358
H -4.145 3.131 0.461 0.362 -0.060 -0.031 0.368
H -2.058 1.691 0.441 0.241 -0.516 -0.104 -0.034
H -2.248 1.432 -1.344 -0.069 0.007 0.178 0.268
Cl -0.111 -1.157 2.830 1.345 -0.181 0.060 -0.200
C -1.651 -0.967 1.979 0.286 -0.626 0.831 -0.013
C -2.549 -2.123 2.421 -1.079 0.955 -1.336 -0.239
Cl -3.118 -1.885 4.096 0.230 -0.414 -0.526 -0.169
H -1.460 -0.968 0.906 -0.177 -0.028 0.123 -0.175
H -1.943 0.014 2.355 -0.736 -0.234 -0.428 0.340
H -2.212 -3.129 2.174 0.832 0.112 0.825 0.234
H -3.389 -2.091 1.726 -0.610 0.388 0.398 0.231
Cl 2.794 3.740 2.092 0.631 -0.635 0.417 -0.181
C 1.418 4.791 1.840 0.170 0.918 -1.258 -0.499
C 0.131 4.051 1.712 -0.732 -0.611 -0.432 0.050
Cl -0.255 3.067 3.115 -0.342 -0.278 0.802 -0.169
H 1.622 5.197 0.849 -0.186 0.326 -0.010 0.275
H 1.468 5.633 2.532 -0.320 -0.391 0.256 0.372
H 0.141 3.321 0.902 0.529 0.179 -0.172 -0.144
H -0.737 4.661 1.463 0.288 0.421 0.385 0.307
Cl -1.979 -3.043 -1.152 0.066 -0.525 0.161 -0.104
C -0.764 -4.286 -0.689 0.861 0.579 0.311 -0.563
C 0.627 -3.660 -0.772 -0.371 1.044 -0.020 -0.037
Cl 0.789 -3.160 -2.512 0.230 -0.332 -0.321 -0.146
H -0.776 -5.148 -1.357 -0.567 0.034 0.240 0.431
H -0.947 -4.507 0.362 -0.108 -0.426 -0.201 0.289
H 1.493 -4.250 -0.473 -0.339 -0.438 -0.361 0.426
H 0.662 -2.735 -0.196 -0.092 0.044 -0.045 -0.134
```
Positions in Å, forces in eV/Å.

Charge   +1
Gap between HOMO and LUMO (spin up / spin down)   7.306 / 4.129 eV
⟨S²⟩   6.02
Spin multiplicity   5


No. 2
C18H30ClNiO7P | ωB97M-V with the def2-TZVPD basis set

The geometry in XYZ format:
```
58
Properties=species:S:1:pos:R:3:forces:R:3:mulliken_charge:R:1
Ni -0.736 -0.234 -0.657 -3.590 -9.507 4.953 1.270
C -1.211 -5.992 2.818 0.068 0.039 0.184 -0.806
O -1.745 -6.243 1.531 -0.037 0.052 -0.130 -0.440
C -1.819 -5.211 0.669 -0.003 0.175 -0.178 0.965
C -2.356 -5.513 -0.599 -0.095 -0.258 -0.061 -0.980
C -2.454 -4.538 -1.543 -0.022 0.142 -0.041 -0.793
C -2.045 -3.198 -1.315 0.195 -0.086 0.462 -0.009
C -2.133 -2.200 -2.338 0.237 0.494 -0.480 1.093
C -2.472 -2.533 -3.771 -0.385 -0.260 0.153 -1.184
O -1.877 -0.985 -2.165 0.319 -0.325 0.163 -0.588
C -1.513 -2.894 -0.018 -0.074 -0.198 -0.174 0.487
O -1.088 -1.725 0.362 0.215 0.070 -0.012 -0.823
C -1.411 -3.927 0.939 0.012 0.016 0.257 -0.331
H -1.230 -6.943 3.343 -0.009 0.014 -0.017 0.233
H -1.815 -5.264 3.365 -0.018 -0.013 -0.039 0.334
H -0.181 -5.631 2.760 -0.013 -0.016 -0.045 0.332
H -2.685 -6.522 -0.800 0.001 -0.013 0.009 0.439
H -2.885 -4.804 -2.495 0.028 -0.021 -0.012 0.211
H -2.841 -3.542 -3.913 -0.005 0.014 -0.109 0.345
H -1.582 -2.396 -4.385 0.060 0.038 0.100 0.292
H -3.223 -1.824 -4.118 0.027 0.032 -0.009 0.323
H -0.998 -3.638 1.895 0.007 -0.023 0.006 0.476
C 0.981 4.082 2.428 -0.096 -0.293 -0.208 -1.449
C -0.048 3.876 1.315 -0.051 -0.108 0.908 0.377
C -1.468 3.917 1.905 0.234 -0.176 -0.339 -1.370
P 0.058 2.156 0.528 0.535 1.448 8.744 -0.116
C 1.156 2.361 -2.221 5.568 -0.283 -4.363 0.819
C 1.767 1.094 -2.798 -1.416 -1.121 0.912 -1.405
C 2.110 3.502 -2.667 -1.020 0.754 1.215 -0.856
C 1.944 0.620 1.565 -0.334 -0.222 -0.150 1.048
C 3.448 0.578 1.710 -0.118 0.043 -0.161 -1.571
C 1.215 0.587 2.903 0.199 0.082 -0.307 -1.499
H 0.870 5.075 2.866 -0.050 -0.004 0.023 0.495
H 1.992 3.985 2.036 0.053 0.017 0.095 0.266
H 0.835 3.336 3.209 0.122 0.077 0.195 0.241
H 0.085 4.663 0.584 -0.032 -0.232 -0.053 0.529
H -1.609 3.003 2.488 -0.243 0.159 0.227 0.326
H -2.220 3.918 1.112 -0.039 0.044 0.049 0.330
H -1.622 4.791 2.538 -0.011 0.003 0.010 0.419
H -1.249 2.537 -1.801 -2.036 0.068 -1.039 -0.062
H 2.727 1.221 -3.288 0.021 0.330 0.144 0.446
H 1.072 0.642 -3.515 0.224 -0.068 -0.146 0.270
H 1.886 0.351 -1.995 0.289 -0.077 -0.259 0.149
H 2.982 3.449 -1.996 0.129 -0.089 -0.211 0.237
H 2.177 5.406 -3.013 -0.001 -0.065 0.024 0.321
H 2.445 3.343 -3.695 -0.158 -0.375 0.016 0.421
H 1.573 -0.238 0.979 0.228 0.079 -0.010 0.001
H 3.778 1.456 2.267 0.042 -0.009 0.015 0.336
H 3.929 0.582 0.733 0.025 -0.002 0.003 0.375
H 3.748 -0.319 2.251 0.015 -0.019 0.023 0.391
H 1.640 1.310 3.597 -0.025 0.025 0.041 0.325
H 1.291 -0.412 3.330 -0.024 -0.019 0.052 0.443
H 0.165 0.818 2.718 -0.054 -0.104 0.295 0.423
O -0.138 3.859 -1.257 -0.754 6.574 0.553 -0.937
Cl -0.059 2.460 -1.343 0.593 11.095 -4.098 0.650
O 1.628 1.824 0.810 0.201 -0.433 -0.198 -0.329
O 1.556 4.813 -2.577 0.542 0.217 -0.486 -0.490
O -0.346 1.114 -1.271 0.521 -7.679 -6.495 -0.397
```
Positions in Å, forces in eV/Å.

Gap between HOMO and LUMO (spin up / spin down)   7.401 / 6.926 eV
⟨S²⟩   2.01
Spin multiplicity   3
Energy above the lowest of the compared OMol25 structures with the same formula, charge and spin   0.0 kJ/mol


No. 3
CH4NO3 | ωB97M-V with the def2-TZVPD basis set

The geometry in XYZ format:
```
9
Properties=species:S:1:pos:R:3:forces:R:3:mulliken_charge:R:1
N 0.123 -0.973 0.285 -3.489 -0.060 0.630 -0.654
C -1.105 0.072 0.478 2.352 5.073 -1.116 0.702
O -2.122 -0.608 0.465 -1.004 -1.699 0.372 -0.256
O -0.997 1.327 0.415 0.308 -4.574 0.554 -0.494
H -0.028 -1.711 1.011 0.583 0.827 -0.226 0.333
H -0.265 -1.471 -0.534 0.777 0.145 -0.146 0.288
H 1.355 1.672 -1.214 0.050 0.673 -0.349 0.306
H 1.187 0.506 -0.346 0.816 0.329 0.328 0.419
O 1.853 1.186 -0.560 -0.392 -0.713 -0.047 -0.645
```
Positions in Å, forces in eV/Å.

Gap between HOMO and LUMO (spin up / spin down)   11.002 / 6.691 eV
⟨S²⟩   0.76
Spin multiplicity   2
Energy above the lowest of the compared OMol25 structures with the same formula, charge and spin   105.8 kJ/mol


- Which value of spin multiplicity does entry 2 give?
  3